Entry 1:
Density functional theory data (the ωB97M-V functional and the def2-TZVPD basis) for a 2-piece molecular cluster, C3H2O3 overall at a distorted geometry.

```
8
Properties=species:S:1:pos:R:3:nbo_charge:R:1
O 1.731 -0.862 1.541 -0.431
C 0.781 -0.350 1.209 0.494
C -0.120 -0.626 -0.902 0.580
O 0.182 -1.712 -1.229 -0.449
C -0.629 0.604 -0.742 -0.143
O -1.178 0.979 0.438 -0.692
H -0.506 0.604 1.117 0.423
H -0.262 1.364 -1.432 0.218
```

* ΔE to the lowest compared entry with this formula, charge and spin: 59.68 kcal/mol
* energy: -9282.9383 eV
* HOMO level: -0.3233 Ha
* HOMO-LUMO gap: 8.78 eV

---

Entry 2:
Density functional theory data (the ωB97M-V functional and the def2-TZVPD basis) for an isolated ion of composition C6H6NS and charge +1 at a distorted geometry.

```
14
Properties=species:S:1:pos:R:3:nbo_charge:R:1
C -2.413 1.122 0.028 -0.223
C -1.546 0.112 0.237 -0.078
C -2.226 -1.158 0.235 0.281
C -3.661 -1.044 -0.033 0.181
C 0.883 -0.834 -0.309 -0.602
C -0.015 0.248 0.264 -0.418
N -2.980 -2.187 -0.022 -0.144
S -4.131 0.831 -0.044 0.590
H -2.214 2.109 -0.104 0.255
H 1.162 -1.648 0.379 0.233
H 1.766 -0.383 -0.647 0.241
H 0.306 -1.225 -1.078 0.206
H 0.334 1.146 -0.090 0.241
H 0.063 0.468 1.400 0.236
```

* net charge: +1
* ΔE to the lowest compared entry with this formula, charge and spin: 84.77 kcal/mol
* energy: -18631.2969 eV
* HOMO level: -0.5436 Ha
* HOMO-LUMO gap: 8.88 eV

---

Entry 3:
Density functional theory data (the ωB97M-V functional and the def2-TZVPD basis) for one molecule with the formula C4H3ClOS at a distorted geometry.

```
10
Properties=species:S:1:pos:R:3:nbo_charge:R:1
C 0.600 2.065 -0.627 -0.161
C 0.695 0.866 -0.226 -0.059
C 0.602 -0.453 0.340 -0.377
Cl 2.192 -1.255 0.019 -0.005
C -0.750 -1.154 -0.310 0.336
O -0.726 -2.150 -1.047 -0.523
S -2.246 -0.488 0.114 0.100
H 0.742 2.933 -1.175 0.238
H 0.532 -0.777 1.496 0.286
H -1.642 0.412 1.416 0.164
```

* ΔE to the lowest compared entry with this formula, charge and spin: 84.95 kcal/mol
* energy: -29597.4728 eV
* HOMO level: -0.3661 Ha
* HOMO-LUMO gap: 9.47 eV

---

> Among the records above, which one has the highest HOMO level?

C3H2O3

---

> The lowest energy belongs to which entry?

C4H3ClOS